Density functional theory data (ωB97M-V/def2-TZVPD) for the molecule C5H8N2S at a distorted geometry.

Atoms and positions in Å:
S  -0.94  -2.92  1.70
N  -0.12  2.48  -0.63
N  0.52  -0.73  1.31
C  0.45  -0.10  -0.86
C  -0.26  -1.73  0.80
C  -0.27  1.09  -0.24
C  -0.15  -1.54  -0.73
C  0.89  0.32  0.47
H  1.80  0.74  0.81
H  0.24  -2.46  -1.16
H  1.00  0.18  -1.74
H  0.35  -0.55  2.34
H  -0.26  3.13  0.09
H  -0.75  2.74  -1.37
H  -1.21  -1.61  -1.10
H  -1.29  0.95  0.31

SMILES = N[C@H]1[C@@H]2CC(=S)N[C@H]12
Kohn-Sham gap = 9.1 eV
Lowest unoccupied orbital energy = 0.7 eV
Energy = -702.96566 hartree
M = 128.20 g/mol
Max |F| = 0.078 Eh/bohr
Energy relative to the best compared isomer or geometry (same formula, charge and spin) = 40.4 kcal/mol
Highest occupied orbital energy = -8.335 eV